[1]
The following is a DFT calculation (ωB97M-V/def2-TZVPD) of the molecule C4H7NO2.

The geometry in XYZ format:
```
14
C4H7NO2 (ωB97M-V/def2-TZVPD)
O 0.590 -2.197 -0.167
C 0.092 -1.116 0.046
C -1.305 -0.638 -0.303
N -1.225 0.807 -0.100
C 0.181 1.228 -0.090
C 0.860 0.061 0.625
O 2.233 -0.047 0.408
H -1.538 -0.968 -1.327
H -2.044 -1.093 0.368
H -1.789 1.332 -0.755
H 0.284 2.176 0.446
H 0.644 1.335 -1.085
H 0.615 0.109 1.700
H 2.401 -0.988 0.234
```

Properties
Highest occupied orbital energy (eV): -9.38
SMILES: O=C1CNC[C@@H]1O
Energy relative to the best compared isomer or geometry (same formula, charge and spin) (kJ/mol): 121.48
M (g/mol): 101.10
Net charge: 0
Gap between HOMO and LUMO (eV): 10.247



[2]
The following is a DFT calculation (ωB97M-V/def2-TZVPD) of a cluster of 2 separate species, C5H11NO3S in total in a non-equilibrium geometry.

The geometry in XYZ format:
```
21
C5H11NO3S (ωB97M-V/def2-TZVPD)
C -3.521 1.263 0.637
C -3.497 0.005 -0.131
N -2.462 -0.535 -0.663
O -1.315 -0.082 -0.962
O -2.713 -1.875 -1.140
H -4.067 1.184 1.486
H -4.014 2.014 -0.040
H -2.392 1.518 0.913
H -4.356 -0.624 -0.085
H -1.826 -2.103 -1.422
C 3.311 0.723 -1.124
C 2.450 0.302 0.084
S 2.190 -1.648 0.006
C 0.475 -1.537 0.474
O -0.289 -2.439 0.274
H 4.025 -0.158 -1.347
H 2.629 0.911 -1.968
H 4.054 1.489 -0.788
H 1.399 0.652 -0.043
H 2.995 0.566 0.911
H 0.284 -0.520 0.996
```

Properties
Highest occupied orbital energy (eV): -9.04
SMILES: C/C=[N+](\[O-])O.CCSC=O
Energy relative to the best compared isomer or geometry (same formula, charge and spin) (kJ/mol): 442.50
M (g/mol): 165.21
Net charge: 0
Gap between HOMO and LUMO (eV): 9.881



[3]
The following is a DFT calculation (ωB97M-V/def2-TZVPD) of a structure of composition C2H4BrN4O2 in a non-equilibrium geometry.

The geometry in XYZ format:
```
13
C2H4BrN4O2 (ωB97M-V/def2-TZVPD)
C 0.700 -0.580 -0.826
C -1.505 -1.197 -0.126
N 1.762 -0.254 -0.254
N -0.631 -0.319 -0.376
N -1.029 1.470 0.002
N 2.046 0.418 0.776
O -0.436 2.090 -0.710
O -1.621 1.416 1.018
Br -3.303 -0.815 -0.056
H 0.772 -1.232 -1.774
H -1.261 -2.329 -0.088
H 3.019 0.609 0.851
H 1.489 0.725 1.563
```

Properties
Highest occupied orbital energy (spin up / spin down) (eV): -13.66 / -13.66
Energy relative to the best compared isomer or geometry (same formula, charge and spin) (kJ/mol): 173.83
M (g/mol): 195.98
Net charge: +1
Gap between HOMO and LUMO (spin up / spin down) (eV): 7.886 / 7.885



[4]
The following is a DFT calculation (ωB97M-V/def2-TZVPD) of a structure of composition C19H19N2O5V in a non-equilibrium geometry.

The geometry in XYZ format:
```
46
C19H19N2O5V (ωB97M-V/def2-TZVPD)
V 0.405 -0.085 1.592
O 0.564 2.515 0.547
C 1.955 2.731 0.370
C 2.595 2.268 1.649
N 2.316 0.817 1.952
C 2.283 0.646 3.445
C 0.891 0.921 4.004
O 0.592 1.077 5.123
O -0.085 0.885 2.950
C 3.349 -0.078 1.372
C 2.853 -1.503 1.490
O 3.424 -2.503 1.668
O 1.413 -1.469 1.353
H 0.034 3.168 0.075
H 2.195 3.786 0.232
H 2.330 2.185 -0.504
H 2.178 2.846 2.471
H 3.678 2.404 1.644
H 3.005 1.290 3.948
H 2.529 -0.387 3.709
H 4.307 0.028 1.883
H 3.476 0.169 0.317
N -0.501 -0.031 0.210
C -1.259 -0.499 -0.796
C -2.538 -1.065 -0.475
C -2.809 -1.584 0.806
C -4.050 -2.092 1.103
C -5.058 -2.057 0.137
C -4.823 -1.517 -1.120
C -3.571 -1.025 -1.434
C -0.706 -0.387 -2.127
C 0.155 0.680 -2.440
C 0.703 0.774 -3.700
C 0.436 -0.218 -4.643
C -0.380 -1.297 -4.333
C -0.963 -1.384 -3.082
H -2.038 -1.629 1.567
H -4.247 -2.511 2.080
H -6.040 -2.443 0.379
H -5.621 -1.465 -1.848
H -3.403 -0.555 -2.392
H 0.338 1.449 -1.701
H 1.333 1.613 -3.962
H 0.881 -0.151 -5.627
H -0.556 -2.074 -5.065
H -1.568 -2.242 -2.826
```

Properties
Highest occupied orbital energy (spin up / spin down) (eV): -15.63 / -15.63
Energy relative to the best compared isomer or geometry (same formula, charge and spin) (kJ/mol): 97.86
M (g/mol): 406.31
Net charge: +2
Gap between HOMO and LUMO (spin up / spin down) (eV): 6.586 / 6.586



[5]
The following is a DFT calculation (ωB97M-V/def2-TZVPD) of a structure of composition C26H34N2O9 in a non-equilibrium geometry.

The geometry in XYZ format:
```
71
C26H34N2O9 (ωB97M-V/def2-TZVPD)
C -3.180 -4.618 2.662
C -3.205 -3.423 1.852
O -3.952 -3.230 1.038
N -2.152 -2.511 2.255
C -1.710 -1.268 1.536
C -2.459 -0.518 0.695
C -2.077 0.783 0.192
C -0.745 1.140 0.681
C -0.071 0.572 1.753
C -0.642 -0.630 2.239
H 0.043 -1.112 3.272
H 0.866 1.034 2.246
O -0.488 2.368 -0.105
C 0.816 2.826 0.374
C 1.039 3.818 1.349
O 2.270 4.357 1.672
C 2.882 3.543 2.500
C 4.464 3.693 2.382
O 5.098 2.337 1.786
C 4.599 2.294 0.527
C 4.112 0.804 0.304
O 3.201 0.900 -0.609
C 2.225 -0.213 -0.707
C 2.091 -1.173 0.148
C 1.324 -2.426 -0.090
C 0.103 -2.129 -1.076
C 0.152 -0.889 -2.104
C 1.282 -0.144 -1.716
O 1.361 1.201 -2.592
C 0.431 1.308 -3.709
C -0.827 1.675 -3.233
O -1.750 0.732 -3.744
C -3.163 0.984 -3.122
C -3.363 0.501 -1.871
H -3.025 -0.548 -1.790
H -4.404 0.393 -1.309
O -2.504 1.092 -0.925
H -3.521 2.227 -3.005
H -3.811 0.507 -3.802
H -0.844 2.028 -2.052
H -1.320 2.760 -3.805
H 0.377 0.572 -4.121
H 1.050 2.146 -4.318
H -0.571 -0.723 -2.802
N -0.762 -2.953 -1.260
C -1.357 -4.157 -0.636
O -0.801 -4.400 0.385
C -2.564 -4.834 -1.273
H -2.330 -5.953 -0.744
H -3.241 -4.238 -0.759
H -2.320 -4.918 -2.230
H -1.454 -2.816 -2.074
H 1.023 -3.280 0.540
H 2.756 -1.411 0.740
H 3.271 0.652 1.265
H 4.680 0.106 0.481
H 3.923 2.958 0.027
H 5.512 2.381 -0.222
H 5.027 3.614 3.428
H 4.387 4.587 1.944
H 2.701 2.347 2.461
H 2.635 3.875 3.646
H 0.518 3.407 2.317
H 0.459 4.977 1.205
H 1.448 2.085 0.362
H 1.015 3.371 -0.707
H -3.399 -1.029 0.305
H -1.562 -2.862 3.157
H -2.182 -5.015 2.301
H -3.335 -4.305 3.961
H -4.050 -5.229 2.525
```

Properties
Highest occupied orbital energy (eV): -7.24
Energy relative to the best compared isomer or geometry (same formula, charge and spin) (kJ/mol): 2383.47
M (g/mol): 518.56
Net charge: 0
Gap between HOMO and LUMO (eV): 7.600



[6]
The following is a DFT calculation (ωB97M-V/def2-TZVPD) of a cluster of 9 separate species, C22H62N2O15PS10 in total in a non-equilibrium geometry.

The geometry in XYZ format:
```
112
C22H62N2O15PS10 (ωB97M-V/def2-TZVPD)
C 3.065 -1.402 0.410
C 4.265 -0.649 1.240
O 5.173 0.166 0.419
C 4.469 1.232 -0.310
O 4.014 0.960 -1.565
C 4.215 2.771 0.222
C 3.489 2.874 1.691
C 1.951 2.284 1.499
S 0.835 2.606 2.992
O 1.648 2.102 4.238
O 0.433 4.110 3.144
N -0.543 1.531 2.847
S -1.748 2.153 1.746
O -2.793 2.971 2.562
O -1.069 3.106 0.691
P -2.781 0.620 0.655
N -3.326 1.231 -0.958
O -1.621 -0.665 0.309
H 2.944 -2.530 0.742
H 3.399 -1.431 -0.720
H 2.009 -0.885 0.497
H 3.807 -0.066 2.175
H 4.925 -1.519 1.722
H 5.237 3.385 0.162
H 3.489 3.325 -0.546
H 3.484 4.031 1.983
H 4.107 2.317 2.520
H 2.066 1.101 1.438
H 1.512 2.721 0.484
H -2.825 0.660 -1.703
H -2.967 2.220 -1.067
H -2.013 -1.534 0.626
C -8.032 2.382 0.882
S -6.272 2.532 1.273
O -5.668 1.163 1.168
C -6.506 2.890 3.031
H -8.133 2.120 -0.174
H -8.485 1.598 1.495
H -8.530 3.337 1.067
H -7.055 2.074 3.509
H -7.055 3.828 3.143
H -5.524 2.988 3.500
C 3.489 -3.513 -3.230
S 2.100 -4.057 -2.206
O 2.319 -3.516 -0.824
C 2.563 -5.806 -2.185
H 3.429 -2.428 -3.349
H 4.433 -3.773 -2.747
H 3.426 -3.988 -4.212
H 3.566 -5.922 -1.768
H 2.531 -6.203 -3.202
H 1.846 -6.348 -1.563
C 9.094 -1.828 4.558
S 7.790 -1.085 3.548
O 6.631 -2.037 3.536
C 8.658 -1.262 1.971
H 8.755 -1.859 5.596
H 9.299 -2.845 4.214
H 9.999 -1.220 4.491
H 8.890 -2.314 1.789
H 9.577 -0.673 1.992
H 8.009 -0.892 1.173
C 11.208 -4.283 -0.186
S 11.718 -3.657 1.433
O 11.439 -2.183 1.455
C 13.494 -3.870 1.159
H 10.120 -4.211 -0.259
H 11.665 -3.687 -0.979
H 11.507 -5.329 -0.283
H 13.807 -3.299 0.281
H 13.716 -4.930 1.016
H 14.028 -3.504 2.039
C -0.411 0.206 -5.575
S -1.800 -0.338 -4.552
O -1.581 0.203 -3.170
C -1.337 -2.087 -4.531
H -0.471 1.290 -5.695
H 0.533 -0.054 -5.092
H -0.474 -0.270 -6.557
H -0.334 -2.203 -4.113
H -1.369 -2.485 -5.548
H -2.054 -2.629 -3.909
C -5.499 -1.610 2.158
S -4.169 -2.830 2.276
O -4.209 -3.664 1.029
C -4.927 -3.799 3.603
H -5.259 -0.910 1.355
H -6.445 -2.109 1.933
H -5.578 -1.064 3.101
H -5.908 -4.161 3.287
H -5.024 -3.179 4.497
H -4.280 -4.652 3.823
C -9.192 0.101 -4.438
S -8.682 0.728 -2.820
O -8.961 2.201 -2.798
C -6.906 0.515 -3.094
H -10.280 0.173 -4.512
H -8.735 0.698 -5.231
H -8.893 -0.945 -4.536
H -6.593 1.086 -3.971
H -6.684 -0.545 -3.237
H -6.372 0.881 -2.214
C -8.833 6.850 -0.417
S -7.465 5.711 -0.100
O -7.304 5.603 1.388
C -6.165 6.812 -0.708
H -9.761 6.384 -0.076
H -8.676 7.784 0.127
H -8.902 7.048 -1.490
H -6.175 7.748 -0.146
H -6.324 7.011 -1.771
H -5.199 6.318 -0.574
```

Properties
Highest occupied orbital energy (eV): -4.72
M (g/mol): 946.38
Net charge: -1
Gap between HOMO and LUMO (eV): 6.238